No. 1
The following is a quantum chemistry calculation of 31 unconnected molecules or ions with the total composition C30H79Br2F18NO34 at a distorted geometry, from the Open Molecules 2025 dataset.

Calculated values
energy above the lowest of the compared OMol25 structures with the same formula, charge and spin	0.513	eV
charge	0
strongest force on any atom	1.69	eV/A
calculated total energy	-10749.0364	a.u.

Last column: Mulliken charge in e.
Atoms and positions in Å:
C (-0.4541, -4.1765, 0.8757)  -1.404
C (-0.2004, -4.4076, -0.6500)  0.054
C (1.3255, -4.3984, -1.0371)  -0.530
C (1.6539, -3.4505, -2.2602)  0.754
C (2.2888, -2.1919, -1.6767)  0.575
C (3.5954, -2.1962, -1.1584)  1.713
C (4.3927, -3.4947, -1.2030)  -0.886
C (4.7658, -3.8295, -2.6345)  0.687
O (5.0542, -3.0272, -3.4505)  -0.544
F (4.7020, -5.1581, -2.9280)  -0.312
C (4.1729, -1.0602, -0.5714)  -1.721
C (3.4079, 0.0953, -0.5187)  0.506
C (2.1074, 0.1301, -1.0426)  0.060
C (1.5306, -0.9974, -1.6295)  -0.427
N (0.1794, -0.9216, -2.1570)  -0.218
C (0.2157, -0.6744, -3.3616)  0.560
O (0.0679, -0.4486, -4.4906)  -0.635
C (1.3113, 1.4181, -0.9436)  0.736
O (0.5910, 1.7991, -1.8252)  -0.439
C (1.5378, 2.1790, 0.3514)  -0.107
C (0.3799, 2.8774, 1.0541)  -0.329
C (-0.4189, 3.8057, 0.0954)  -1.429
C (-1.8160, 3.3978, -0.3711)  1.282
F (-1.8311, 3.3783, -1.7186)  -0.318
F (-2.7086, 4.3802, -0.0430)  -0.148
C (-2.3904, 2.0319, 0.0520)  0.548
F (-3.4734, 1.8007, -0.7366)  -0.360
F (-1.5624, 1.0309, -0.2129)  -0.260
C (-2.8559, 1.9046, 1.5303)  0.703
F (-2.4875, 2.9785, 2.2415)  -0.356
F (-2.2570, 0.8699, 2.1225)  -0.173
C (-4.3846, 1.7527, 1.7230)  0.437
F (-4.5980, 1.8840, 3.0387)  -0.328
F (-5.0432, 2.7709, 1.1658)  -0.345
C (-4.9707, 0.3647, 1.3104)  0.893
F (-4.0913, -0.4127, 0.6507)  -0.301
F (-5.2784, -0.3159, 2.4125)  -0.304
C (-6.3052, 0.4256, 0.4859)  0.278
F (-6.5059, -0.8326, 0.0809)  -0.269
F (-6.2002, 1.1407, -0.6505)  -0.368
C (-7.5718, 0.8147, 1.3087)  0.776
F (-8.0372, -0.3215, 1.8415)  -0.280
F (-7.3237, 1.6327, 2.3184)  -0.240
C (-8.7377, 1.3439, 0.4097)  0.577
F (-8.8657, 0.5854, -0.6674)  -0.238
F (-9.8514, 1.1641, 1.1096)  -0.280
F (-8.6163, 2.6065, 0.1060)  -0.245
C (2.7797, 2.1531, 0.8389)  0.610
C (3.1621, 2.8180, 2.1251)  -1.091
Br (2.6976, 1.7773, 3.6771)  -0.111
C (3.7755, 4.0030, 2.2030)  0.734
C (4.1258, 4.8111, 0.9619)  -0.880
Br (4.2501, 4.6999, 3.9325)  -0.178
C (3.8855, 1.3797, 0.1234)  0.024
O (5.0212, 1.7530, 0.0532)  -0.527
H (-1.1631, -4.9201, 1.2602)  0.427
H (0.4611, -4.3045, 1.4549)  0.322
H (-0.9114, -3.1989, 1.0592)  0.135
H (-0.5814, -5.4157, -0.8482)  -0.261
H (-0.7954, -3.6637, -1.1826)  0.508
H (1.8758, -4.0202, -0.1660)  0.484
H (1.7023, -5.4120, -1.1981)  0.224
H (2.3279, -3.9768, -2.9431)  -0.670
H (0.7149, -3.2338, -2.7576)  -0.504
H (3.7810, -4.2844, -0.7584)  0.094
H (5.2683, -3.3603, -0.5626)  0.606
H (5.1772, -1.0879, -0.1499)  0.615
H (0.7724, 3.4960, 1.8645)  0.510
H (-0.1849, 2.0750, 1.5338)  0.047
H (0.1866, 3.9745, -0.7957)  0.512
H (-0.4887, 4.7908, 0.5776)  0.371
H (4.9067, 4.3145, 0.3903)  0.019
H (3.2343, 4.9872, 0.3588)  0.218
H (4.5610, 5.7457, 1.3215)  0.465
O (-4.5950, -0.6548, -2.3020)  -0.601
H (-4.4711, 0.2267, -2.6735)  0.422
H (-4.5879, -0.4964, -1.3564)  0.065
O (-4.4241, 6.8260, 0.7836)  -0.631
H (-5.1896, 6.7714, 1.3646)  0.305
H (-4.2330, 5.9093, 0.5598)  0.313
O (5.7243, 1.5891, 4.4171)  -0.445
H (5.7183, 1.8410, 5.3443)  0.265
H (6.3606, 0.8712, 4.3843)  0.210
O (-1.1127, -7.0776, -2.0966)  -0.588
H (-0.8047, -7.7892, -2.6778)  0.290
H (-1.8958, -6.7325, -2.5387)  0.296
O (1.1603, -6.6068, 0.6877)  -0.587
H (0.3552, -7.1074, 0.5138)  0.289
H (1.8591, -7.1608, 0.3254)  0.272
O (4.0046, -3.3323, -6.2102)  -0.691
H (4.5798, -3.4675, -5.4440)  0.357
H (3.2244, -2.9018, -5.8432)  0.321
O (-3.2923, 9.6418, 1.7572)  -0.640
H (-3.4228, 9.5776, 2.7084)  0.327
H (-3.6412, 8.8102, 1.4137)  0.320
O (5.9675, -5.2130, -5.4891)  -0.632
H (5.7154, -5.2627, -4.5614)  0.348
H (5.5830, -6.0030, -5.8833)  0.330
O (-5.0948, -3.8401, -1.1189)  -0.624
H (-4.9733, -2.9606, -1.4924)  0.338
H (-5.0828, -3.7011, -0.1675)  0.300
O (6.2162, 4.1681, -1.9015)  -0.746
H (5.7253, 3.5874, -1.3075)  0.426
H (6.6225, 3.5673, -2.5347)  0.288
O (1.8333, -6.6886, -2.8716)  -0.696
H (2.1496, -7.3940, -3.4477)  0.326
H (1.0402, -6.3636, -3.3143)  0.266
O (-0.7322, 7.0016, -0.0746)  -0.582
H (-1.4234, 6.3563, 0.0991)  0.275
H (-1.1926, 7.8475, -0.0555)  0.313
O (1.6895, 1.9905, -5.2993)  -0.610
H (0.9616, 1.3732, -5.1677)  0.310
H (1.2725, 2.8568, -5.2913)  0.302
O (-6.2786, 11.0009, 1.8584)  -0.630
H (-7.0560, 10.4350, 1.8527)  0.306
H (-5.5902, 10.4690, 1.4403)  0.334
O (0.5099, -9.2933, -3.2749)  -0.533
H (0.2817, -9.8134, -4.0533)  0.267
H (0.6464, -9.9503, -2.5843)  0.278
O (-10.3332, -1.8834, -1.3167)  -0.698
H (-10.1254, -1.1895, -0.6829)  0.351
H (-9.8153, -1.6547, -2.0953)  0.313
O (6.7596, -1.0090, 1.6252)  -0.514
H (7.5859, -1.3775, 1.2971)  0.307
H (7.0221, -0.5131, 2.4070)  0.236
O (-1.5002, -3.7236, -3.7581)  -0.498
H (-1.9180, -3.9004, -4.6075)  0.243
H (-1.0026, -2.9180, -3.9046)  0.184
O (3.1906, -6.2156, -5.5238)  -0.740
H (3.3804, -5.3588, -5.9433)  0.458
H (3.2037, -6.0208, -4.5800)  0.305
O (8.9240, 2.8764, -0.8429)  -0.625
H (9.2138, 2.1611, -1.4163)  0.306
H (8.1290, 3.2219, -1.2692)  0.316
O (-12.8139, -0.2744, -1.7162)  -0.625
H (-12.2232, -1.0307, -1.5989)  0.349
H (-13.6957, -0.6384, -1.5900)  0.319
O (7.8086, 1.9156, 6.2708)  -0.577
H (8.6333, 1.5660, 5.9170)  0.297
H (8.0746, 2.3762, 7.0740)  0.301
O (8.3285, -3.2920, 2.1717)  -0.611
H (8.9148, -4.0433, 2.3120)  0.268
H (7.4473, -3.6344, 2.3581)  0.326
O (0.9148, 4.0335, 4.7692)  -0.380
H (0.2226, 4.6336, 5.0721)  0.234
H (1.2161, 3.6073, 5.5757)  0.241
O (8.5460, 0.7499, 8.5627)  -0.605
H (8.2963, 0.2489, 7.7799)  0.323
H (8.6834, 0.0857, 9.2453)  0.290
O (-5.4995, 0.0967, -5.0571)  -0.626
H (-6.2316, 0.6507, -4.7708)  0.309
H (-5.2027, -0.3448, -4.2531)  0.367
O (9.3139, -0.5603, 3.3474)  -0.610
H (8.9385, -1.4487, 3.2826)  0.312
H (10.1195, -0.6100, 2.8246)  0.307
O (-14.9558, 0.0476, 0.3448)  -0.615
H (-14.7824, 0.9188, -0.0258)  0.325
H (-14.9526, 0.1892, 1.2955)  0.295
O (-0.8051, -1.3656, 3.7852)  -0.615
H (-1.5017, -2.0075, 3.9533)  0.292
H (-1.2566, -0.5167, 3.8002)  0.298
O (0.1543, 6.0206, 6.7152)  -0.595
H (0.3027, 6.8809, 6.3092)  0.303
H (0.1987, 6.1948, 7.6600)  0.288

Atomic forces in eV per Å
-0.2 -0.1 -0.4
0.5 -0.5 1.1
-0.6 0.6 0.0
0.4 -0.4 1.6
-0.7 0.3 -0.7
0.1 0.1 0.1
-0.6 0.1 0.2
-0.2 0.8 1.1
0.1 -0.5 -0.4
0.1 0.2 0.2
-0.5 -0.2 -0.4
-0.4 0.4 0.2
-0.4 0.2 0.0
1.1 -0.2 0.7
1.3 -0.1 -1.1
-1.3 0.1 0.7
0.2 -0.1 -0.1
1.0 -0.4 0.8
-0.4 0.2 -0.3
-0.3 -0.1 -0.1
0.5 -0.1 -0.6
0.4 0.0 0.7
1.3 0.5 -0.6
-0.1 -0.2 -0.4
-0.6 0.0 0.5
-0.5 -0.3 -0.1
-0.6 0.2 0.0
0.7 -0.1 0.0
0.1 0.4 0.2
0.0 0.7 -0.1
0.0 -0.7 0.0
0.2 -0.2 0.7
0.1 -0.1 0.5
-0.2 0.3 -0.8
-0.7 0.1 -0.2
0.2 0.5 -0.4
-0.2 -0.2 0.6
0.2 -0.3 -0.3
0.0 -0.7 -0.1
0.2 0.7 0.4
-0.3 -0.7 -0.6
-0.1 -0.4 0.2
0.3 0.9 0.1
-0.2 -0.7 1.2
0.4 0.0 -0.8
-0.5 0.4 0.4
0.3 0.7 -0.4
0.7 0.2 0.6
0.0 0.1 0.4
0.0 0.0 -0.9
-0.2 -0.6 0.1
0.3 0.2 1.2
-0.1 0.0 -0.9
-1.2 -0.7 -0.3
0.6 0.3 0.1
0.1 0.1 -0.1
-0.1 0.2 0.0
0.3 0.0 0.1
0.0 0.6 -0.4
0.2 -0.2 -0.3
-0.2 0.0 -0.1
-0.4 0.5 -0.2
-0.1 0.2 -0.1
0.2 0.0 -0.2
0.3 -0.1 -0.2
0.2 -0.2 -0.4
-0.2 0.1 -0.1
0.0 -0.2 0.0
-0.2 0.2 0.0
-0.3 -0.1 0.0
-0.2 -0.5 -0.1
-0.2 -0.1 0.0
0.1 0.1 0.0
-0.3 0.1 -0.4
0.0 0.1 -0.2
0.2 0.0 0.1
0.1 -0.1 0.1
-0.1 0.1 0.1
0.0 0.0 0.0
0.1 0.0 -0.1
-0.2 -0.2 -0.3
0.2 0.1 0.0
0.1 0.1 0.1
-0.1 -0.3 -0.4
0.1 -0.1 0.2
0.0 0.2 0.1
0.1 -0.6 0.4
-0.1 0.1 -0.1
0.0 0.0 0.0
-0.5 -0.2 0.2
0.3 0.0 -0.3
0.0 0.2 -0.1
-0.2 -0.1 -0.1
0.1 0.1 0.0
0.1 -0.2 -0.1
0.4 0.0 0.1
0.1 -0.2 -0.2
-0.1 0.0 0.0
0.0 0.1 0.1
0.1 0.0 -0.2
0.0 -0.1 0.0
0.2 -0.2 0.1
0.0 -0.1 0.0
-0.2 0.0 -0.2
0.5 -0.1 -0.3
-0.2 -0.2 0.1
-0.1 0.0 0.2
-0.1 0.0 0.0
-0.2 0.1 -0.1
0.1 0.1 0.0
0.0 0.0 0.0
0.0 0.0 0.0
0.0 0.0 0.0
0.0 -0.2 0.0
-0.1 0.1 0.0
0.2 0.2 0.1
-0.1 -0.2 -0.2
0.0 0.0 0.0
0.0 0.1 0.1
-0.1 0.0 0.0
0.0 -0.1 0.0
0.0 -0.1 0.0
-0.2 -0.2 -0.1
0.1 0.0 0.0
0.0 0.2 -0.1
-0.1 -0.3 -0.1
0.0 0.0 0.0
0.0 0.2 -0.1
0.0 0.1 -0.1
0.0 0.0 0.0
-0.1 0.0 0.0
0.0 -0.1 -0.2
0.0 0.0 0.0
0.0 0.2 0.3
0.0 -0.1 -0.1
0.1 0.0 0.0
0.0 0.0 0.2
0.1 0.0 0.0
0.0 0.1 -0.2
0.0 -0.1 0.1
0.2 -0.2 0.1
0.1 0.0 -0.1
-0.1 0.2 0.0
-0.5 0.1 -0.3
0.2 0.0 0.2
0.1 0.0 0.0
0.1 -0.3 0.3
-0.2 0.1 -0.1
0.0 0.1 0.1
0.1 0.1 0.1
-0.1 0.0 -0.1
-0.2 -0.3 -0.2
-0.1 -0.1 0.1
0.1 -0.1 0.0
0.0 0.1 0.0
-0.2 0.1 0.0
0.1 0.0 0.0
0.0 -0.1 0.0
-0.1 0.0 0.0
0.0 -0.1 0.0
0.1 0.1 0.0
-0.1 0.2 0.1
0.1 0.0 -0.1
0.0 -0.1 0.0

***

No. 2
The following is a quantum chemistry calculation of 7 unconnected molecules or ions with the total composition C30H80N6O11 at a distorted geometry, from the Open Molecules 2025 dataset.

Calculated values
energy above the lowest of the compared OMol25 structures with the same formula, charge and spin	7.763	eV
charge	0
strongest force on any atom	19.04	eV/A
calculated total energy	-2346.0895	a.u.

Last column: Mulliken charge in e.
Atoms and positions in Å:
N (0.3968, -3.2403, 2.0233)  0.202
H (0.7904, -3.9840, 2.6556)  0.355
H (1.0324, -3.2140, 1.2093)  0.389
H (0.4013, -2.3896, 2.3148)  -0.105
H (-0.5042, -3.3597, 1.6571)  0.231
O (0.3313, -0.9314, 0.2936)  -0.075
H (-0.1539, -0.3472, -0.1861)  -0.979
C (-4.2161, -6.0194, -0.9691)  -0.658
O (-3.4922, -4.8656, -1.3064)  -0.361
C (-3.2790, -3.9998, -0.1483)  -0.279
C (-2.4322, -2.8687, -0.5143)  -0.295
N (-2.3002, -1.8092, 0.6006)  0.812
C (-3.1470, -0.7329, 0.5139)  1.185
C (-4.4008, -0.9804, 1.3768)  -1.220
O (-4.9959, 0.2508, 1.7039)  -0.257
C (-6.3321, 0.2584, 2.3191)  -1.424
H (-5.1623, -5.5775, -0.6067)  0.270
H (-3.6837, -6.4710, -0.1148)  0.270
H (-4.4632, -6.6189, -1.8541)  0.241
H (-2.8047, -4.6840, 0.6401)  0.187
H (-4.3285, -3.6131, 0.1611)  0.236
H (-2.7965, -2.3780, -1.4046)  0.429
H (-1.5081, -3.3753, -0.8519)  -0.287
H (-1.1973, -1.4187, 0.5024)  -0.901
H (-3.3844, -0.4638, -0.5551)  0.107
H (-2.8431, 0.0361, 1.0558)  -0.707
H (-4.2463, -1.5883, 2.1386)  0.487
H (-5.1544, -1.3032, 0.5965)  0.375
H (-6.8872, 1.2486, 2.3971)  0.255
H (-6.2450, -0.0484, 3.2201)  0.602
H (-6.9647, -0.3846, 2.0106)  0.601
C (1.9733, -6.5839, 3.8156)  -0.667
O (2.0982, -5.0933, 4.1902)  -0.378
C (0.9462, -4.4379, 4.1721)  -0.217
C (1.2304, -2.9935, 4.1406)  -1.390
N (0.0538, -2.3153, 3.7690)  -0.518
C (0.2921, -0.9132, 3.6080)  -0.383
C (-1.0221, -0.3174, 3.1651)  0.669
O (-1.0151, 1.1282, 3.4228)  -0.562
C (-1.9464, 1.7482, 2.5735)  -1.150
H (3.0449, -7.0510, 3.7491)  0.240
H (1.5720, -6.5703, 2.8606)  0.340
H (1.3274, -7.1007, 4.6833)  0.242
H (0.3291, -4.5293, 5.1407)  0.370
H (0.1972, -4.8667, 3.4381)  0.529
H (1.9825, -2.8852, 3.3203)  0.289
H (1.6170, -2.6976, 5.1457)  0.699
H (-0.4824, -2.4148, 4.6335)  0.430
H (1.0316, -1.0235, 2.8343)  -0.886
H (0.8761, -0.5248, 4.4877)  0.341
H (-1.7566, -0.6647, 3.8412)  0.644
H (-1.1979, -0.5895, 2.0559)  0.060
H (-1.7976, 2.7909, 2.7673)  0.551
H (-2.9006, 1.5861, 2.7565)  0.933
H (-1.9400, 1.7152, 1.4570)  -0.046
C (4.3568, 1.7505, 2.0692)  -0.678
O (4.4119, 0.3082, 2.6226)  -0.509
C (3.3997, -0.4279, 1.9683)  1.412
C (4.0094, -0.8723, 0.6120)  -0.212
N (2.9868, -1.7799, 0.0038)  -0.017
C (3.2177, -1.9607, -1.3628)  -0.797
C (2.1116, -2.9398, -1.8767)  0.101
O (2.2251, -3.4205, -3.1675)  -0.434
C (1.2433, -4.4565, -3.5111)  -0.921
H (5.1524, 2.4489, 2.4871)  0.295
H (3.4983, 2.0353, 2.5547)  0.312
H (4.5480, 1.8493, 0.9952)  0.211
H (2.6139, 0.0762, 1.8283)  -0.708
H (3.0708, -1.2732, 2.5181)  -0.289
H (4.8985, -1.5788, 0.9558)  0.213
H (4.4178, 0.0238, 0.0063)  0.029
H (2.0330, -1.3446, 0.1229)  -0.095
H (4.1565, -2.5610, -1.4764)  0.271
H (3.3320, -1.0554, -1.7357)  0.580
H (1.2914, -2.7029, -1.7828)  -0.349
H (2.0315, -3.6979, -1.1093)  0.567
H (1.0974, -5.2354, -2.9188)  0.552
H (1.4171, -4.6520, -4.6082)  0.249
H (0.1711, -4.1820, -3.3334)  0.195
C (7.5044, 1.2940, -5.0400)  -1.003
O (6.3052, 1.7529, -4.6399)  -0.340
C (5.2380, 0.7922, -4.8158)  -0.772
C (3.9363, 1.2564, -4.3033)  -0.102
N (2.9311, 0.3215, -4.6417)  -0.226
C (1.6872, 0.5903, -3.9964)  -0.439
C (0.5820, -0.4571, -4.4270)  -0.755
O (-0.7459, -0.0390, -4.0298)  -0.456
C (-1.1587, -0.6877, -2.8668)  -0.371
H (8.2165, 2.0101, -4.6099)  0.253
H (7.5983, 1.3452, -6.0563)  0.394
H (7.7604, 0.3647, -4.7999)  0.445
H (5.3916, -0.1415, -4.3484)  0.369
H (5.3388, 0.4747, -5.8252)  0.408
H (3.5875, 2.2356, -4.7103)  0.363
H (4.1343, 1.4697, -3.1422)  -0.012
H (2.3831, 0.4589, -5.5851)  0.288
H (1.5652, 1.6339, -4.4068)  0.579
H (1.8679, 0.4656, -2.8806)  -0.158
H (0.7602, -1.2696, -4.2052)  0.459
H (0.4637, -0.2179, -5.5388)  0.369
H (-0.4149, -0.6634, -1.9314)  0.293
H (-1.4511, -1.7492, -3.0477)  0.287
H (-2.1242, -0.4250, -2.6616)  0.540
C (-4.1548, 10.5439, -1.1404)  -0.675
O (-3.8742, 9.5810, -0.1383)  -0.299
C (-3.2578, 8.4280, -0.7255)  -0.340
C (-2.9741, 7.5609, 0.5267)  -0.826
N (-2.4081, 6.3007, 0.0860)  -0.063
C (-1.7734, 5.5492, 1.1419)  -0.606
C (-1.1188, 4.3205, 0.5030)  -0.475
O (-0.4833, 3.5691, 1.4749)  -0.346
C (-0.0283, 2.3674, 0.9186)  -2.303
H (-4.6628, 10.1180, -1.9236)  0.339
H (-3.1246, 10.9400, -1.6704)  0.226
H (-4.7154, 11.3564, -0.4736)  0.199
H (-2.3353, 8.7811, -1.1636)  0.299
H (-4.0420, 8.2138, -1.4473)  0.364
H (-3.8653, 7.4215, 1.1954)  0.328
H (-2.4244, 7.9919, 1.2628)  0.448
H (-2.8177, 5.7937, -0.4895)  0.128
H (-2.4131, 5.2417, 1.9986)  0.254
H (-0.9294, 6.1327, 1.8073)  0.215
H (-0.4143, 4.5345, -0.2299)  0.492
H (-1.8733, 3.6458, 0.0507)  0.216
H (-0.8400, 1.6774, 0.5445)  0.491
H (0.3282, 1.8158, 1.5896)  1.242
H (0.6113, 2.4255, 0.0435)  0.475

Atomic forces in eV per Å
3.6 -7.4 -9.3
-1.4 1.4 -1.9
-0.2 -0.3 -0.6
0.2 5.9 0.8
-1.9 -0.5 -0.5
1.6 -3.0 2.5
-1.7 3.0 -2.2
-0.8 1.6 0.9
1.3 1.2 -0.2
-2.9 -2.1 0.4
1.2 1.7 0.6
5.4 -3.3 -1.5
-3.8 -1.6 -1.6
-3.7 2.5 -6.7
-1.1 2.2 1.1
3.9 6.0 -2.7
-0.2 -0.9 0.3
-0.4 -0.8 -0.5
0.7 0.0 0.4
-0.7 1.2 -0.5
1.5 -0.8 0.1
-0.5 0.1 -0.4
0.4 1.0 0.5
-2.2 -1.4 0.1
-0.2 0.2 1.0
2.5 3.8 1.5
0.8 -2.9 3.5
0.5 -1.4 1.1
1.5 -0.8 -0.7
1.1 -1.7 6.7
-4.3 -4.6 -3.7
1.6 0.8 4.2
2.7 -4.1 -0.7
-3.6 -1.6 3.6
2.3 0.6 0.3
-3.2 0.9 8.0
1.1 0.0 0.1
1.2 2.0 -0.8
0.3 -2.0 -1.7
1.9 2.5 -0.6
-2.1 1.2 0.4
-1.2 -0.4 -1.7
1.4 1.0 -2.3
0.6 -0.5 -0.8
0.6 0.1 0.9
0.2 0.6 1.3
0.2 0.0 -0.9
-0.8 0.2 -0.2
0.4 1.7 -0.9
-1.0 0.4 -0.6
-1.3 -1.0 0.3
0.3 0.6 2.2
-0.2 0.4 0.2
-4.7 -1.6 1.8
0.4 -0.9 1.6
3.1 -1.6 1.3
0.6 2.4 -0.4
7.1 -2.6 -1.1
0.3 -2.3 1.4
-0.3 1.5 2.6
-0.1 -6.2 0.1
13.0 -3.4 -0.4
-0.2 -2.1 -1.4
-0.2 4.8 -3.2
-0.5 -1.6 0.1
-2.5 1.4 -0.1
-1.0 -0.4 0.2
-6.2 4.5 -1.2
0.5 -1.0 0.8
-1.3 1.7 -1.1
-0.9 -1.5 0.6
0.7 -0.1 -0.2
-0.3 0.7 -0.2
0.3 4.0 -3.1
-14.9 6.3 1.5
1.2 -1.4 0.4
1.5 -4.3 2.8
-0.3 -0.1 1.5
0.4 1.4 -0.9
1.3 3.9 0.6
-3.6 -0.2 1.7
1.8 0.9 -0.6
-0.1 2.9 0.9
-2.1 -2.7 -2.3
-0.6 -0.3 2.5
-3.6 17.7 -5.9
1.1 -0.3 0.6
2.4 -2.2 1.1
0.3 -0.4 -0.2
0.3 0.3 -3.2
0.8 -4.2 1.7
0.8 -1.1 1.4
-0.9 0.1 -1.6
0.8 0.0 0.3
-1.0 -0.9 -2.2
3.5 -0.3 0.9
-1.7 -0.4 1.6
-0.6 0.8 -1.0
3.3 -14.7 3.8
0.6 -1.3 1.0
-1.6 0.1 -2.1
1.2 -0.1 -0.2
-2.3 2.0 1.1
2.8 2.9 3.3
0.2 0.8 -0.4
-0.8 1.8 2.7
-3.2 -2.6 -2.9
6.0 6.1 7.9
2.0 0.2 1.4
-1.9 -0.4 1.4
1.3 -0.3 -0.1
-2.9 2.6 -6.0
-1.9 -0.8 -1.8
-2.3 -0.5 1.5
1.1 -1.3 -2.3
0.4 -0.4 -0.5
0.5 -1.7 -0.4
-0.4 -0.1 -1.1
2.8 1.8 1.2
-5.2 -5.4 -6.4
-0.3 -0.2 -0.6
-1.7 -0.8 -2.2
1.1 1.0 -1.7
-0.2 0.5 -0.2
0.7 1.2 -0.4
3.6 -4.1 5.7
0.6 0.7 0.0